The following is a DFT calculation (the ωB97M-V functional and the def2-TZVPD basis) of a cluster of 14 separate species, C42H108O38P8 in total.

```
196
Properties=species:S:1:pos:R:3:lowdin_charge:R:1
C -3.8011 1.0413 3.4280 -0.08
O -3.1981 2.2396 3.9409 -0.22
P -3.8572 3.0291 5.1064 0.23
O -5.2001 3.5093 4.9468 -0.19
O -3.6611 2.1097 6.3246 -0.19
C -2.5303 1.2971 6.6063 -0.06
O -2.7594 4.1049 5.3620 -0.21
C -3.1183 5.4918 5.3388 -0.07
H -3.0561 0.3773 2.9499 0.09
H -4.5351 1.2430 2.6539 0.08
H -4.3959 0.5170 4.1788 0.09
H -1.5896 1.7094 6.2470 0.09
H -2.7208 0.3367 6.1997 0.06
H -2.4733 1.3258 7.6905 0.10
H -3.5914 5.7539 6.3220 0.11
H -3.8001 5.6522 4.5093 0.07
H -2.2136 6.0048 5.0967 0.08
C 1.4730 -6.2040 3.1890 -0.03
O 2.4634 -5.1278 3.2161 -0.21
P 2.4411 -3.9768 4.2516 0.28
O 2.2266 -4.4186 5.6464 -0.24
O 1.3246 -2.9922 3.7972 -0.19
C 1.3120 -2.3016 2.5554 -0.08
O 3.7833 -3.2145 4.0127 -0.21
C 5.0130 -3.7680 4.5739 -0.06
H 0.5856 -5.8710 2.6411 0.08
H 1.2422 -6.4715 4.1956 0.08
H 1.8702 -7.0037 2.5750 0.06
H 1.9874 -1.4284 2.4508 0.08
H 0.3244 -1.9354 2.3688 0.07
H 1.5871 -2.8868 1.6601 0.08
H 5.4394 -4.6426 4.0641 0.08
H 4.7185 -3.9787 5.6243 0.09
H 5.7701 -2.9738 4.6117 0.09
C -1.6549 1.6230 -7.3073 -0.09
O -2.1825 2.6635 -6.5067 -0.22
P -3.2761 2.2679 -5.3885 0.33
O -4.5212 1.8613 -6.0191 -0.21
O -3.3977 3.5995 -4.5876 -0.20
C -2.2559 4.3168 -4.0729 -0.05
O -2.6090 1.3147 -4.3206 -0.21
C -2.5906 -0.0992 -4.4880 -0.09
H -1.0659 0.9765 -6.6928 0.06
H -1.0421 2.1003 -8.0525 0.09
H -2.4551 1.0252 -7.6583 0.08
H -2.6046 5.0099 -3.3081 0.06
H -1.8286 4.8126 -4.9696 0.10
H -1.5110 3.5973 -3.6898 0.08
H -3.0391 -0.4304 -5.4334 0.10
H -3.2022 -0.5725 -3.6798 0.07
H -1.6011 -0.4508 -4.4213 0.05
C 3.6900 1.9505 -0.7269 -0.07
O 3.9226 3.3174 -1.0898 -0.23
P 2.9109 4.5092 -0.9125 0.42
O 1.5433 4.4781 -1.4544 -0.23
O 2.9948 4.6755 0.6754 -0.23
C 4.2224 4.8943 1.3482 -0.09
O 3.7837 5.7362 -1.5207 -0.23
C 3.2484 6.7696 -2.3254 -0.08
H 2.7273 1.7683 -0.2491 0.08
H 4.5558 1.7109 -0.0578 0.11
H 3.9257 1.4259 -1.6453 0.07
H 5.0292 4.9714 0.6298 0.08
H 4.2874 4.0910 2.0550 0.09
H 4.0827 5.8545 1.8678 0.10
H 3.4664 7.7004 -1.9092 0.07
H 2.1734 6.6884 -2.3664 0.07
H 3.7899 6.5462 -3.2419 0.10
C -0.9234 6.0591 -0.1979 -0.06
O -1.7984 4.9226 -0.4157 -0.21
P -3.3276 4.8617 -0.7242 0.29
O -3.6482 3.5303 -1.2034 -0.20
O -4.1270 5.2220 0.5783 -0.20
C -4.3236 4.2878 1.6415 -0.07
O -3.6639 6.0395 -1.7080 -0.21
C -4.9549 6.1494 -2.1630 -0.11
H -0.6173 5.9759 0.8725 0.11
H -1.4358 7.0404 -0.4166 0.10
H -0.1417 5.9985 -0.9752 0.06
H -5.0083 3.5019 1.3229 0.09
H -4.8740 4.8956 2.3501 0.09
H -3.4138 3.8498 2.0304 0.08
H -5.0257 5.7087 -3.1054 0.08
H -5.0837 7.2154 -2.2109 0.10
H -5.7067 5.7829 -1.4603 0.10
C 3.5662 -1.5519 -0.7594 -0.07
O 4.9184 -1.2712 -1.2019 -0.22
P 5.5688 -1.9120 -2.4886 0.35
O 4.6783 -2.6465 -3.3827 -0.21
O 6.4171 -0.7894 -3.1762 -0.22
C 7.4606 -0.0323 -2.4541 -0.04
O 6.7251 -2.7735 -1.7923 -0.23
C 7.3317 -3.8434 -2.4205 -0.12
H 2.7801 -1.1972 -1.3979 0.05
H 3.5087 -0.9875 0.1668 0.08
H 3.4029 -2.6224 -0.5642 0.09
H 8.2556 -0.6830 -2.0744 0.09
H 6.9806 0.5603 -1.6133 0.11
H 7.8477 0.5914 -3.2351 0.08
H 7.4836 -4.6682 -1.7314 0.09
H 8.2358 -3.4881 -2.9154 0.09
H 6.6731 -4.2507 -3.1906 0.08
C 0.7633 -4.8975 -0.3373 -0.09
O 2.1899 -5.0213 -0.2714 -0.23
P 2.7563 -6.5079 -0.3776 0.33
O 2.1223 -7.4860 0.4682 -0.20
O 2.6588 -6.8659 -1.9092 -0.20
C 3.0731 -5.9203 -2.9367 -0.04
O 4.3083 -6.2373 -0.1588 -0.21
C 4.9466 -5.4941 0.9296 -0.04
H 0.4387 -3.8716 -0.1780 0.06
H 0.2643 -5.4597 0.4408 0.07
H 0.3285 -5.1841 -1.2880 0.09
H 2.5926 -4.9975 -2.7031 0.07
H 2.7075 -6.3313 -3.8815 0.10
H 4.1432 -5.9686 -2.9285 0.08
H 4.3430 -4.5990 1.1512 0.08
H 5.8878 -5.2295 0.5637 0.06
H 5.0361 -6.1003 1.8329 0.09
C -0.0667 1.7596 -2.0678 -0.06
O -0.9402 0.6403 -1.7743 -0.22
P -0.6498 -0.3628 -0.5821 0.40
O 0.7051 -0.9365 -0.4754 -0.22
O -1.0518 0.4266 0.7088 -0.22
C -2.2694 1.2241 0.5890 -0.04
O -1.9444 -1.3520 -0.7416 -0.23
C -2.2156 -2.0822 0.4572 -0.09
H -0.1255 1.9846 -3.1362 0.07
H 1.0034 1.5116 -1.9715 0.07
H -0.3032 2.6430 -1.4296 0.09
H -2.1353 1.9306 -0.1951 0.05
H -2.2861 1.7670 1.5254 0.07
H -3.0881 0.5522 0.3438 0.08
H -2.8078 -2.9190 0.0961 0.10
H -2.7524 -1.5139 1.2083 0.06
H -1.3164 -2.5390 0.8448 0.06
C -5.0213 -0.0463 -2.1442 0.00
C -5.7152 0.6029 -0.9536 -0.48
O -5.5161 0.1639 0.1843 0.01
C -6.7340 1.6479 -1.2200 -0.03
H -4.1177 -0.6904 -1.9928 0.07
H -4.9237 0.6020 -3.0500 0.09
H -5.8985 -0.7269 -2.3470 0.11
H -7.3579 1.9009 -0.3239 0.10
H -7.5016 1.3668 -1.9477 0.09
H -6.2593 2.6186 -1.4741 0.08
C -7.4898 -1.1600 3.2247 -0.02
C -6.1427 -1.7477 3.4910 -0.50
O -5.7620 -1.9395 4.6298 0.05
C -5.4180 -2.3235 2.2611 -0.01
H -8.1447 -2.0548 3.1776 0.11
H -7.5232 -0.6712 2.2541 0.07
H -7.8820 -0.5171 3.9754 0.07
H -5.3252 -3.4324 2.4230 0.10
H -4.4727 -1.8477 2.0570 0.04
H -6.1364 -2.1578 1.4128 0.08
C 2.6933 1.4642 -4.7159 -0.01
C 2.7412 0.5064 -5.8424 -0.48
O 1.7135 0.0435 -6.3172 0.05
C 4.0998 0.3044 -6.4330 -0.01
H 2.8278 1.0211 -3.7492 0.07
H 1.7640 1.9682 -4.7345 0.07
H 3.5151 2.1716 -4.7175 0.09
H 4.3614 -0.7441 -6.4697 0.08
H 4.8842 0.7291 -5.8600 0.06
H 4.1748 0.6395 -7.4960 0.11
C 1.8547 0.4223 4.6300 -0.02
C 1.5968 1.0900 3.3274 -0.53
O 2.2441 0.8896 2.3348 0.06
C 0.4289 2.0125 3.3401 -0.01
H 2.0619 1.2086 5.3773 0.10
H 2.7762 -0.1787 4.5683 0.09
H 0.9586 -0.1634 4.9111 0.08
H 0.3857 2.5738 2.4324 0.08
H 0.5754 2.7053 4.1745 0.09
H -0.4458 1.4014 3.5514 0.08
C 2.1338 -3.3873 -5.2254 -0.03
C 0.7666 -3.8034 -4.6858 -0.49
O 0.3099 -4.9042 -4.9328 0.05
C 0.1244 -2.9126 -3.6759 -0.02
H 2.7466 -4.2356 -5.5614 0.09
H 2.7343 -2.8358 -4.5146 0.03
H 2.0647 -2.5726 -5.9893 0.08
H -0.8622 -3.3650 -3.4114 0.10
H -0.0657 -1.8966 -4.1116 0.08
H 0.7291 -2.6043 -2.8323 0.07
C -1.5973 -3.9265 5.3654 0.00
C -1.0836 -2.5700 5.7283 -0.52
O -1.3853 -1.5642 5.1179 0.03
C -0.1739 -2.4518 6.8757 -0.02
H -0.9127 -4.6742 5.7712 0.08
H -1.5556 -3.9542 4.2605 0.10
H -2.5655 -4.0720 5.7385 0.07
H -0.8414 -2.0737 7.6122 0.08
H 0.6618 -1.7246 6.7621 0.10
H 0.2490 -3.4135 7.1433 0.07
```

E = -7255.72244 Ha
spin multiplicity = 1

The following is a DFT calculation (the ωB97M-V functional and the def2-TZVPD basis) of a cluster of 5 separate species, C38H41Br2F9NO10S2 in total.

```
103
Properties=species:S:1:pos:R:3:lowdin_charge:R:1
C 1.1271 3.3950 6.1160 -0.16
C 0.7274 3.3427 4.6773 -0.75
Br 2.2094 3.2657 3.4943 0.83
C -0.4933 3.3737 4.1582 -0.72
Br -1.9821 3.5118 5.3381 0.77
C -0.8451 3.3229 2.7302 -0.35
C -1.0967 4.4905 2.0318 0.02
C -1.4561 4.4537 0.6953 -0.12
C -1.7870 5.7604 -0.0459 -0.71
O -1.1816 6.7648 0.3765 -0.05
O -2.5600 5.6230 -1.0215 -0.06
C -1.5324 3.2268 0.0625 0.05
C -1.2585 2.0418 0.7329 -0.22
C -0.9328 2.0949 2.0785 -0.40
S -0.6285 0.6150 3.0008 1.04
C -1.6746 -0.4808 2.1023 -0.44
C -2.2528 -1.5674 2.7601 -0.11
C -3.0506 -2.4588 2.0729 -0.10
C -3.2877 -2.2707 0.7176 -0.08
C -2.7243 -1.1845 0.0743 -0.02
C -1.9150 -0.2809 0.7481 -0.24
N -1.3766 0.8101 0.0162 -0.04
C -0.2356 0.4516 -0.8395 -0.13
C 1.1699 0.6918 -0.2541 -0.15
C 1.8404 1.9142 -0.8864 -0.18
C 3.1541 2.2559 -0.1848 -0.08
C 3.8084 3.5894 -0.5011 -0.43
F 4.4810 3.5190 -1.6792 0.08
F 4.7831 3.7982 0.4421 0.09
C 2.8874 4.8759 -0.4218 -0.42
F 3.5748 5.8593 0.1664 0.12
F 1.8453 4.5816 0.3514 0.12
S 2.2628 5.6059 -2.0815 0.77
F 0.7646 5.3583 -1.7414 -0.10
F 2.1828 7.0485 -1.4684 -0.11
F 3.7875 5.8610 -2.4889 -0.15
F 2.3245 4.1663 -2.7731 -0.15
F 1.8421 6.1994 -3.4820 -0.12
H 1.9937 2.7563 6.2734 0.06
H 0.3103 3.0907 6.7609 0.04
H 1.4406 4.4103 6.3663 0.09
H -1.0144 5.4541 2.5161 0.13
H -1.8501 3.1932 -0.9721 0.13
H -2.0809 -1.7093 3.8186 0.10
H -3.5055 -3.2945 2.5868 0.10
H -3.9317 -2.9491 0.1759 0.10
H -2.9220 -1.0215 -0.9761 0.12
H -0.3489 -0.6106 -1.0528 0.12
H -0.3091 0.9624 -1.8033 0.12
H 1.7841 -0.1696 -0.5341 0.11
H 1.1697 0.7347 0.8343 0.09
H 2.0729 1.6385 -1.9177 0.12
H 1.1497 2.7489 -0.9379 0.09
H 3.0816 2.1622 0.8976 0.09
H 3.8998 1.5282 -0.5158 0.12
O 5.4995 -1.7897 1.8022 0.13
C 5.5627 -1.7115 0.6125 -0.48
O 4.5056 -1.9847 -0.1958 0.02
C 4.9036 -1.9091 -1.5754 -0.15
C 6.1398 -1.0171 -1.5844 -0.15
C 6.7656 -1.3342 -0.2301 -0.07
H 5.1139 -2.9203 -1.9300 0.12
H 4.0862 -1.4865 -2.1561 0.12
H 6.7976 -1.2022 -2.4322 0.10
H 5.8349 0.0308 -1.6156 0.11
H 7.4351 -2.1931 -0.2822 0.11
H 7.2846 -0.4910 0.2171 0.13
O 9.1229 -3.4539 -1.3675 0.12
C 9.0961 -3.3343 -2.5558 -0.49
O 7.9747 -3.5743 -3.2786 0.01
C 8.2431 -3.4378 -4.6846 -0.15
C 9.4787 -2.5481 -4.7703 -0.15
C 10.2202 -2.9209 -3.4869 -0.07
H 8.4194 -4.4336 -5.0968 0.13
H 7.3641 -3.0098 -5.1598 0.13
H 10.0514 -2.7042 -5.6818 0.11
H 9.1810 -1.4995 -4.7327 0.12
H 10.8792 -3.7800 -3.6223 0.13
H 10.7858 -2.1021 -3.0520 0.13
O -5.8365 -3.4125 -2.0104 0.11
C -6.2590 -2.3778 -1.5795 -0.50
O -5.4665 -1.3042 -1.3783 0.00
C -6.2052 -0.2355 -0.7599 -0.14
C -7.6655 -0.5190 -1.0973 -0.14
C -7.6734 -2.0476 -1.1540 -0.08
H -6.0098 -0.2680 0.3137 0.13
H -5.8387 0.7073 -1.1575 0.13
H -8.3548 -0.0945 -0.3701 0.11
H -7.9084 -0.1041 -2.0771 0.11
H -7.8381 -2.4861 -0.1713 0.09
H -8.3871 -2.4515 -1.8683 0.12
O -7.0086 -4.1029 1.1972 0.13
C -8.0488 -4.5456 1.5792 -0.48
O -9.1184 -3.7521 1.8434 0.02
C -10.2025 -4.5316 2.3733 -0.16
C -9.9367 -5.9584 1.9042 -0.15
C -8.4094 -5.9916 1.8593 -0.07
H -10.1861 -4.4437 3.4618 0.13
H -11.1354 -4.1168 1.9998 0.12
H -10.3836 -6.7082 2.5535 0.11
H -10.3379 -6.0967 0.8995 0.12
H -7.9719 -6.2679 2.8199 0.13
H -8.0044 -6.6349 1.0839 0.13
```

E = -9123.05765 Ha
net charge = -1
spin multiplicity = 1